Entry 1:
{"formula": "C46H44Br2CaN3P2S3", "method": "ωB97M-V/def2-TZVPD", "symbols": ["Ca", "C", "P", "C", "C", "C", "C", "C", "C", "C", "C", "C", "C", "C", "C", "C", "C", "C", "C", "C", "P", "C", "C", "C", "C", "C", "C", "C", "C", "C", "C", "C", "C", "N", "H", "H", "H", "H", "H", "H", "H", "H", "H", "H", "H", "H", "H", "H", "H", "H", "H", "H", "H", "H", "H", "H", "H", "H", "H", "H", "Br", "C", "C", "C", "N", "C", "C", "C", "C", "C", "Br", "C", "C", "N", "H", "H", "H", "H", "H", "H", "C", "C", "S", "C", "C", "S", "C", "C", "S", "H", "H", "H", "H", "H", "H", "H", "H", "H", "H", "H", "H"], "xyz": [[-0.577, -0.024, 0.136], [1.580, -2.710, 1.287], [2.727, -1.371, 1.918], [4.102, -1.312, 0.716], [5.383, -1.240, 1.265], [6.506, -1.233, 0.452], [6.361, -1.310, -0.925], [5.092, -1.387, -1.485], [3.966, -1.385, -0.675], [1.856, 0.278, 1.655], [2.105, 1.079, 0.517], [2.000, 2.475, 0.314], [1.538, 3.428, 1.169], [0.175, 1.904, 2.694], [1.120, 0.743, 2.721], [1.212, -2.842, -0.153], [1.663, -3.712, -1.129], [1.087, -3.282, -2.353], [0.304, -2.184, -2.048], [-0.501, -1.259, -2.922], [0.181, 0.464, -2.735], [1.571, 0.437, -3.905], [2.856, 0.733, -3.467], [3.924, 0.723, -4.355], [3.707, 0.418, -5.689], [2.423, 0.127, -6.137], [1.360, 0.141, -5.251], [-1.019, 1.601, -3.510], [-2.379, 1.313, -3.599], [-3.277, 2.278, -4.039], [-2.827, 3.537, -4.401], [-1.471, 3.829, -4.327], [-0.575, 2.872, -3.881], [0.367, -1.928, -0.706], [0.688, -2.620, 1.918], [2.088, -3.614, 1.635], [5.498, -1.200, 2.342], [7.492, -1.181, 0.894], [7.235, -1.320, -1.562], [4.973, -1.463, -2.558], [2.989, -1.470, -1.133], [2.578, 0.555, -0.308], [2.374, 2.824, -0.642], [1.621, 4.461, 0.849], [-0.314, 1.971, 3.670], [1.214, 0.206, 3.659], [2.346, -4.536, -0.991], [1.225, -3.727, -3.326], [-1.559, -1.263, -2.636], [-0.461, -1.567, -3.968], [3.032, 0.967, -2.424], [4.921, 0.952, -4.002], [4.536, 0.409, -6.384], [2.253, -0.105, -7.180], [0.359, -0.069, -5.610], [-2.752, 0.331, -3.339], [-4.331, 2.038, -4.110], [-3.526, 4.285, -4.748], [-1.110, 4.806, -4.621], [0.482, 3.108, -3.830], [-1.843, 6.006, 3.868], [-1.055, 4.499, 2.999], [0.277, 4.367, 3.144], [0.995, 3.220, 2.531], [-0.791, 1.674, 1.665], [-1.828, 2.516, 1.582], [-1.992, 3.727, 2.236], [-2.928, 2.078, 0.648], [-3.948, 2.939, 0.244], [-4.965, 2.449, -0.552], [-6.331, 3.600, -1.134], [-4.973, 1.118, -0.935], [-3.902, 0.347, -0.537], [-2.898, 0.808, 0.215], [0.822, 5.044, 3.785], [1.931, 3.088, 3.122], [-2.961, 4.195, 2.160], [-3.947, 3.982, 0.514], [-5.765, 0.704, -1.540], [-3.837, -0.695, -0.828], [-2.416, -4.495, 2.999], [-2.758, -3.908, 1.637], [-2.620, -2.119, 1.398], [-3.569, -1.407, 2.762], [-2.946, -1.353, 4.161], [-1.178, -0.978, 4.180], [-0.558, -2.152, 5.407], [-0.860, -3.640, 5.197], [-0.689, -4.286, 3.515], [-2.631, -5.563, 2.957], [-3.064, -4.078, 3.766], [-3.781, -4.201, 1.390], [-2.109, -4.319, 0.860], [-4.534, -1.915, 2.826], [-3.774, -0.392, 2.417], [-3.082, -2.295, 4.685], [-3.475, -0.593, 4.736], [-0.915, -1.859, 6.396], [0.522, -1.988, 5.400], [-1.854, -3.897, 5.563], [-0.162, -4.204, 5.816]], "mulliken_charge": [1.457, 0.576, -0.509, 0.142, -0.912, -0.673, -0.795, -1.024, 0.893, -0.500, 1.475, -0.539, -0.921, -0.974, -1.238, -1.058, -0.679, -1.427, 0.020, -0.829, 1.632, 0.284, -0.030, -0.811, -0.577, -0.769, -0.585, 0.357, -0.375, -0.676, -0.658, -0.674, -0.910, 0.925, -0.900, 0.841, 0.392, 0.424, 0.408, 0.627, 0.518, -0.719, 0.537, 0.468, 0.963, 1.311, 0.545, 0.473, 0.280, 0.648, 0.265, 0.491, 0.407, 0.430, 0.382, 0.388, 0.474, 0.429, 0.433, 0.379, -0.180, 0.130, -1.388, 0.503, 0.811, 0.581, -1.193, 0.126, -0.921, -0.330, -0.104, -0.933, -0.667, 0.668, 0.485, 0.537, 0.433, 0.597, 0.506, 0.498, -0.702, -1.042, 0.333, -0.914, -1.238, 0.346, -0.941, -0.888, -0.018, 0.539, 0.258, 0.510, 0.420, 0.663, 0.163, 0.379, 0.637, 0.503, 0.402, 0.451, 0.460], "e_homo_ha": [-0.3359, -0.3359], "charge": 1, "e_lumo_ev": [-5.259, -5.260], "energy_ev": -262488.025, "relative_energy_kj_mol": 0.0, "multiplicity": 1, "homo_lumo_gap_ev": [3.88, 3.88]}

---

Entry 2:
{"formula": "C7H8O3S2", "method": "ωB97M-V/def2-TZVPD", "symbols": ["C", "C", "C", "C", "C", "C", "C", "O", "O", "O", "S", "S", "H", "H", "H", "H", "H", "H", "H", "H"], "xyz": [[0.807, -1.573, -0.612], [-0.931, -1.252, 0.812], [-1.302, 1.115, -0.981], [-0.456, 2.098, -1.755], [-0.396, 1.187, 0.270], [-0.183, -0.179, 0.908], [0.768, -0.361, 2.072], [0.596, -1.203, -1.684], [-1.462, -2.237, 0.797], [2.456, -3.507, -0.817], [0.989, 1.960, -0.599], [1.475, -2.923, 0.137], [-2.373, 1.449, -0.911], [-1.320, 0.026, -1.488], [-0.189, 1.810, -2.697], [-0.805, 3.040, -1.769], [-0.702, 1.840, 1.106], [1.774, 0.163, 1.817], [0.991, -1.449, 2.377], [0.264, -0.005, 3.017]], "mulliken_charge": [0.545, 0.627, -0.708, -0.865, 0.113, -0.224, -1.359, -0.332, -0.300, -0.558, -0.134, 0.247, 0.350, 0.187, 0.385, 0.456, 0.590, 0.312, 0.299, 0.371], "e_homo_ha": -0.2918, "charge": 0, "e_lumo_ev": -0.141, "energy_ev": -35196.358, "relative_energy_kj_mol": 311.0, "multiplicity": 1, "homo_lumo_gap_ev": 7.80}

---

Entry 3:
{"formula": "C5H14NO", "method": "ωB97M-V/def2-TZVPD", "symbols": ["C", "C", "N", "H", "H", "H", "H", "H", "H", "H", "C", "O", "C", "C", "H", "H", "H", "H", "H", "H", "H"], "xyz": [[-1.671, -1.203, 1.437], [-1.316, -2.474, 0.663], [-1.336, -2.203, -0.798], [-2.730, -0.894, 1.333], [-1.452, -1.309, 2.547], [-1.005, -0.426, 1.043], [-0.284, -2.686, 0.963], [-1.927, -3.380, 0.918], [-0.655, -1.453, -0.971], [-1.016, -3.027, -1.338], [1.276, 0.590, -1.214], [0.660, -0.336, -0.384], [1.812, 1.805, -0.423], [0.716, 2.794, 0.100], [0.600, 1.050, -2.024], [2.137, 0.155, -1.805], [2.496, 2.381, -1.055], [2.408, 1.408, 0.441], [1.206, 3.715, 0.552], [-0.036, 2.330, 0.796], [0.119, 3.165, -0.781]], "mulliken_charge": [-0.726, -0.134, -0.864, 0.277, 0.265, -0.008, 0.191, 0.342, 0.477, 0.202, -0.619, -0.788, -0.443, -0.919, 0.205, 0.226, 0.332, 0.272, 0.295, 0.176, 0.241], "e_homo_ha": -0.1079, "charge": -1, "e_lumo_ev": 4.316, "energy_ev": -8949.248, "relative_energy_kj_mol": 39.3, "multiplicity": 1, "homo_lumo_gap_ev": 7.25}

---

Entry 4:
{"formula": "C6H10O", "method": "ωB97M-V/def2-TZVPD", "symbols": ["C", "C", "C", "C", "C", "C", "O", "H", "H", "H", "H", "H", "H", "H", "H", "H", "H"], "xyz": [[0.745, -0.658, 1.405], [-0.150, -1.329, 0.391], [-1.461, -0.762, -0.036], [-0.321, -0.548, -0.976], [0.492, 0.716, -1.115], [-0.011, 2.014, -0.566], [-0.764, 2.135, 0.374], [0.240, 0.059, 2.061], [1.497, -0.034, 0.838], [1.341, -1.362, 1.993], [0.006, -2.400, 0.259], [-2.222, -1.468, -0.350], [-1.828, 0.098, 0.504], [-0.289, -1.188, -1.853], [0.929, 0.833, -2.115], [1.389, 0.609, -0.401], [0.490, 2.905, -0.998]], "mulliken_charge": [-1.116, 0.154, -0.810, 0.013, -0.806, 0.000, -0.470, 0.288, 0.275, 0.357, 0.386, 0.280, 0.246, 0.388, 0.451, 0.025, 0.339], "e_homo_ha": -0.3441, "charge": 0, "e_lumo_ev": 1.006, "smiles": "C[C@H]1C[C@H]1CC=O", "energy_ev": -8429.848, "relative_energy_kj_mol": 134.4, "multiplicity": 1, "homo_lumo_gap_ev": 10.37}

---

Entry 5:
{"formula": "C22H27BN6O2Sr", "method": "ωB97M-V/def2-TZVPD", "symbols": ["Sr", "C", "C", "C", "C", "C", "N", "N", "B", "N", "N", "C", "C", "C", "C", "C", "N", "N", "C", "C", "C", "C", "C", "H", "H", "H", "H", "H", "H", "H", "H", "H", "H", "H", "H", "H", "H", "H", "H", "H", "H", "H", "H", "H", "H", "O", "C", "O", "C", "C", "C", "C", "C", "C", "H", "H", "H", "H", "H"], "xyz": [[1.151, -0.246, -1.569], [2.733, -2.016, 1.783], [1.244, -2.042, 1.653], [0.286, -2.553, 2.528], [-0.937, -2.331, 1.923], [-2.284, -2.679, 2.464], [-0.702, -1.715, 0.746], [0.645, -1.537, 0.580], [-1.544, -1.001, -0.347], [-2.980, -1.502, -0.404], [-3.116, -2.847, -0.564], [-4.412, -3.082, -0.654], [-4.919, -4.478, -0.824], [-5.140, -1.879, -0.579], [-4.193, -0.890, -0.437], [-4.436, 0.589, -0.408], [-1.374, 0.528, -0.181], [-0.930, 1.261, -1.257], [-0.797, 2.513, -0.830], [-0.268, 3.579, -1.734], [-1.176, 2.613, 0.514], [-1.514, 1.335, 0.894], [-1.991, 0.845, 2.218], [3.027, -2.220, 2.811], [3.127, -1.041, 1.495], [3.196, -2.773, 1.147], [0.448, -3.039, 3.476], [-2.157, -3.276, 3.365], [-2.858, -3.249, 1.736], [-2.856, -1.789, 2.724], [-0.995, -1.261, -1.415], [-4.081, -5.172, -0.827], [-5.464, -4.585, -1.763], [-5.598, -4.752, -0.014], [-6.206, -1.738, -0.650], [-5.374, 0.794, -0.921], [-3.652, 1.146, -0.914], [-4.525, 0.978, 0.609], [-0.153, 3.194, -2.746], [0.701, 3.936, -1.381], [-0.947, 4.432, -1.765], [-1.174, 3.493, 1.135], [-2.193, 1.694, 2.869], [-1.246, 0.209, 2.700], [-2.908, 0.267, 2.103], [2.784, 1.202, -0.482], [3.563, 1.145, -1.476], [3.294, 0.486, -2.526], [4.865, 1.885, -1.414], [5.193, 2.621, -0.280], [6.398, 3.304, -0.223], [7.277, 3.252, -1.297], [6.951, 2.517, -2.429], [5.745, 1.835, -2.488], [4.493, 2.646, 0.544], [6.653, 3.876, 0.660], [8.218, 3.785, -1.251], [7.638, 2.478, -3.265], [5.471, 1.257, -3.360]], "mulliken_charge": [1.670, -1.273, 0.424, -1.426, 0.924, -1.092, 1.039, -0.785, 0.160, 0.940, -1.192, 0.572, -1.390, -1.233, 0.789, -1.155, 1.764, -1.535, 0.841, -1.467, -1.258, 0.551, -1.175, 0.355, 0.249, 0.253, 0.437, 0.420, 0.175, 0.144, -0.295, 0.351, 0.358, 0.286, 0.481, 0.423, 0.202, 0.165, 0.349, 0.269, 0.379, 0.483, 0.411, 0.224, 0.103, -1.019, 1.131, -1.030, 0.204, -0.246, -0.606, -0.357, -0.538, -0.330, 0.367, 0.387, 0.376, 0.386, 0.359], "e_homo_ha": -0.3111, "charge": 0, "e_lumo_ev": -0.059, "energy_ev": -37806.231, "relative_energy_kj_mol": 10.7, "multiplicity": 1, "homo_lumo_gap_ev": 8.41}

---

- Among the records above, which one has the lowest charge?
  C5H14NO